# 1
This record from OMol25 describes a molecular structure, C52H46N7O3PPb in a non-equilibrium geometry. The level of theory is the ωB97M-V functional and the def2-TZVPD basis.

Output
**Energy**: -85760.4399 eV
**Total charge**: +2
**Kohn-Sham gap**: 0.1300 hartree
**HOMO level**: -11.7341 eV

```
110
Properties=species:S:1:pos:R:3:forces:R:3:mulliken_charge:R:1
Pb 13.077 10.201 11.543 -1.153 -0.514 0.760 1.772
C 15.568 12.867 12.202 0.451 -1.479 1.056 -0.492
C 16.377 13.090 10.960 -0.045 -0.276 0.245 0.927
C 17.481 13.947 11.125 -0.763 0.729 0.851 -0.923
C 18.205 14.464 10.085 -1.385 -1.052 -0.905 -1.169
C 17.892 13.955 8.826 -0.477 -0.978 -1.443 -0.827
C 16.898 12.972 8.589 0.683 -0.649 2.730 1.201
C 16.971 12.280 7.262 0.558 1.291 -0.893 -1.108
C 16.111 12.487 9.739 0.891 2.796 -2.344 -0.923
N 15.083 11.505 9.498 -0.212 -1.070 0.600 2.304
C 15.747 10.267 9.505 1.502 0.737 0.586 -0.430
O 16.972 10.226 9.727 -2.066 0.047 -0.610 -0.554
C 15.078 8.945 9.468 0.049 -0.437 0.041 0.367
C 15.831 7.903 9.020 -0.294 -2.399 -1.044 -1.001
C 15.340 6.556 9.078 0.084 2.190 0.255 -0.844
C 14.110 6.328 9.680 0.261 0.331 -0.438 -0.808
C 13.401 7.445 10.178 2.862 0.310 -1.253 0.413
N 13.909 8.734 10.048 -1.392 -2.075 0.242 0.830
C 12.144 7.212 10.852 -2.316 -1.235 1.675 -0.398
O 11.721 6.037 10.968 0.857 2.291 -0.448 -0.700
N 11.545 8.350 11.323 2.663 0.034 -0.806 0.350
C 10.198 8.265 11.513 -1.787 0.252 -0.670 0.113
C 9.407 7.729 10.438 -0.179 0.963 0.081 1.523
C 9.971 7.470 9.076 0.656 -0.847 -0.815 -1.826
C 8.029 7.633 10.595 0.334 -0.570 0.026 -0.890
C 7.461 8.037 11.787 -0.590 0.121 0.559 -0.854
C 8.210 8.614 12.792 0.810 0.419 -0.433 -1.062
C 9.594 8.820 12.630 -1.094 -1.048 0.897 0.753
C 10.318 9.465 13.786 -0.205 1.244 -0.076 -1.051
H 14.930 13.703 12.465 -0.120 0.337 -0.114 0.380
H 14.933 11.953 12.178 0.506 0.770 0.010 -0.955
H 16.257 12.737 13.085 -0.707 0.056 -0.813 0.539
H 17.640 14.319 12.143 0.098 -0.114 -0.350 0.437
H 18.885 15.254 10.206 1.088 0.617 0.231 0.517
H 18.467 14.175 7.901 -0.185 0.361 1.052 0.295
H 17.809 12.825 6.729 -0.779 -1.281 0.317 0.482
H 17.115 11.185 7.282 0.027 0.644 0.119 0.122
H 16.104 12.541 6.666 -0.222 -0.251 -0.229 0.347
H 16.739 8.145 8.515 0.609 -0.125 -0.032 0.713
H 15.902 5.738 8.662 0.210 -0.050 -0.052 0.505
H 13.748 5.287 9.682 -0.285 0.958 0.472 0.539
H 10.335 6.449 8.938 0.148 -0.121 0.428 0.434
H 9.199 7.510 8.316 -0.312 0.440 -0.024 0.467
H 10.818 8.101 8.732 -0.553 -0.094 0.611 0.094
H 7.389 7.140 9.842 0.545 0.545 0.268 0.444
H 6.401 7.906 11.916 -0.249 -0.050 0.155 0.440
H 7.803 8.937 13.739 -0.465 -0.008 -0.029 0.508
H 11.351 9.674 13.532 0.211 0.534 -0.197 -0.407
H 9.757 10.429 14.055 0.975 -1.247 -0.133 0.314
H 10.488 8.878 14.692 -0.702 -0.284 -0.031 0.518
N 14.311 9.644 15.641 -0.329 2.594 -0.519 0.086
C 13.515 8.928 16.486 -0.486 0.579 0.665 0.702
C 12.388 9.599 17.010 -0.247 -0.683 0.594 -0.530
C 11.493 8.802 17.719 -0.521 0.575 -0.145 -0.428
C 11.791 7.464 17.949 0.665 0.229 -0.922 -0.384
C 12.980 6.930 17.413 -0.976 -0.802 0.960 -0.517
N 13.848 7.669 16.717 -0.549 -0.590 -0.137 -0.364
C 15.340 9.254 14.820 1.758 -0.923 1.566 0.180
C 16.452 8.502 15.332 -0.634 0.215 -0.587 -0.521
C 17.615 8.452 14.543 -0.351 -1.638 1.848 -0.661
C 17.589 9.066 13.304 0.848 0.259 -0.159 -1.389
C 16.458 9.781 12.970 0.708 -0.587 -1.776 -0.059
N 15.333 9.853 13.648 -0.158 0.203 0.258 0.193
H 14.141 10.674 15.515 -0.257 -1.870 0.313 0.214
H 12.260 10.685 16.927 -0.021 -0.528 -0.299 0.401
H 10.483 9.166 18.030 1.193 -0.036 -0.055 0.369
H 11.039 6.916 18.466 -0.024 -0.815 0.273 0.402
H 13.174 5.824 17.568 0.128 1.574 -0.285 0.322
H 16.284 8.002 16.308 0.531 0.475 -0.860 0.436
H 18.491 7.845 14.943 -1.146 1.033 -0.792 0.339
H 18.470 8.998 12.645 -0.695 0.280 0.255 0.536
H 16.393 10.235 11.999 0.424 0.302 -0.356 0.523
O 11.982 12.846 12.991 -1.046 1.317 -1.028 -0.242
N 12.054 13.764 11.895 2.061 1.396 1.881 0.434
C 12.891 14.827 12.015 -0.373 -1.403 0.946 -0.366
C 13.182 15.527 10.848 0.517 0.797 -3.412 -0.090
C 14.260 16.469 10.539 -1.162 -1.785 0.332 -0.904
C 14.453 16.819 9.207 -1.564 -0.687 0.421 -0.665
C 13.613 16.364 8.188 -1.183 -0.632 0.617 -0.597
C 12.539 15.479 8.432 -0.108 -0.736 0.203 -0.325
C 12.362 15.009 9.754 2.037 1.600 -0.709 0.158
P 11.680 13.467 10.202 -2.246 -3.316 -1.139 1.135
C 12.373 11.866 9.471 0.630 2.093 1.410 1.015
C 13.734 11.951 8.784 1.114 1.291 -1.306 1.213
C 13.702 11.336 7.370 -1.005 -0.602 0.613 -0.842
C 12.679 10.508 6.997 1.725 0.118 -1.230 -0.830
C 11.438 10.418 7.695 -0.036 0.375 1.751 -1.232
C 11.328 11.082 8.898 0.021 -1.485 -2.611 -0.660
C 9.852 13.510 10.065 -0.851 1.473 -0.392 0.153
C 8.967 12.551 10.595 0.737 -1.181 -0.080 -0.195
C 7.626 12.446 10.249 0.346 1.648 -0.590 -0.709
C 7.059 13.539 9.528 -0.554 -1.373 0.426 -0.568
C 7.853 14.570 9.084 1.982 -0.129 0.615 -0.829
C 9.259 14.579 9.321 -0.473 -0.918 0.739 -0.672
H 11.109 13.042 13.431 0.849 -0.259 -0.514 0.368
H 13.382 15.137 12.935 -0.485 -0.557 0.339 0.615
H 15.032 16.745 11.262 -0.618 0.119 0.077 0.427
H 15.205 17.504 8.981 1.339 0.836 -0.421 0.547
H 13.722 16.615 7.154 0.510 0.494 -0.296 0.495
H 11.926 15.102 7.550 0.862 0.410 1.418 0.389
H 13.983 13.037 8.679 0.077 -0.760 0.042 0.007
H 14.507 11.587 6.665 -0.357 -0.485 0.701 -0.011
H 12.859 9.866 6.101 -0.480 0.972 0.484 0.329
H 10.607 9.811 7.317 0.544 0.242 0.295 0.610
H 10.442 10.869 9.403 -1.351 0.084 1.006 0.441
H 9.375 11.771 11.234 0.006 -0.178 -0.123 0.315
H 7.080 11.543 10.494 -0.151 0.315 0.302 0.544
H 5.970 13.563 9.345 0.791 -0.088 -0.026 0.385
H 7.439 15.395 8.562 -0.388 0.577 -0.351 0.479
H 9.849 15.447 9.048 -0.118 -0.191 -0.316 0.401
```
Forces are in eV/Å.

***

# 2
This record from OMol25 describes a molecular structure, C52H47Br4CeF2N4OP in a non-equilibrium geometry. The level of theory is the ωB97M-V functional and the def2-TZVPD basis.

Output
**Energy**: -370516.9788 eV
**Kohn-Sham gap (spin up / spin down)**: 0.2126 / 0.2131 hartree
**HOMO level (spin up / spin down)**: -6.5277 / -6.5294 eV

```
112
Properties=species:S:1:pos:R:3:forces:R:3:mulliken_charge:R:1
Ce 0.651 0.208 0.735 0.439 -0.395 -1.113 -1.006
F 4.851 0.304 -2.968 0.122 0.852 0.172 -0.355
C 4.184 1.107 -2.087 -0.880 -1.498 -1.119 -0.107
C 2.965 0.578 -1.613 1.907 1.830 0.592 -0.827
C 2.417 1.349 -0.612 -3.098 -2.503 0.297 1.272
C 2.773 2.606 -0.233 0.106 0.744 0.440 -0.309
C 3.952 3.042 -0.779 0.430 1.169 -0.725 0.822
F 4.451 4.273 -0.472 0.209 -0.149 -0.158 -0.375
C 4.650 2.365 -1.764 0.835 -0.001 0.464 -1.090
C 1.822 3.404 0.579 1.582 1.107 0.655 0.365
C 2.205 4.702 1.057 -1.010 -0.567 -0.180 -1.297
C 1.275 5.369 1.854 -0.145 0.516 0.345 -0.626
C -0.008 4.811 2.062 1.219 -0.269 -0.596 -1.389
C -0.264 3.575 1.489 -1.480 0.622 0.890 -0.089
N 0.639 2.849 0.859 0.532 -0.253 -0.805 1.220
H 2.532 -0.331 -1.985 0.187 -0.492 0.041 1.211
H 5.563 2.851 -2.149 -0.574 -0.684 0.076 0.445
H 3.171 5.125 0.742 -0.868 -0.254 0.620 0.588
H 1.522 6.349 2.326 -0.171 -0.890 -0.535 0.368
H -0.778 5.278 2.648 -0.051 0.299 0.047 0.585
H -1.304 3.193 1.564 0.943 -0.180 0.035 0.415
C -4.057 1.243 2.122 0.514 -0.130 0.718 -0.899
C -3.159 1.255 3.345 -0.398 -0.127 0.011 0.656
C -3.771 1.350 4.624 1.842 -0.430 1.381 -1.201
C -2.960 1.379 5.748 0.653 0.765 -0.641 -0.819
C -1.563 1.467 5.513 1.301 0.827 2.007 0.807
C -0.628 1.864 6.602 0.774 -1.376 -2.306 -0.199
Br -1.272 2.514 8.196 -0.466 0.247 1.121 -0.222
C 0.744 1.779 6.422 -1.284 0.017 -0.834 -0.590
C 1.271 1.451 5.121 -1.135 -0.005 0.627 0.479
Br 3.161 1.349 5.058 -0.260 -0.031 -0.394 -0.165
C 0.431 1.202 4.025 0.172 -0.284 0.878 -0.414
O 0.886 0.801 2.867 -0.144 0.324 -0.614 0.427
C -1.026 1.254 4.231 0.356 0.331 0.405 -0.131
N -1.845 1.148 3.159 -0.687 -0.084 -0.115 0.464
H -4.691 2.135 2.066 0.118 -0.205 0.011 0.406
H -4.674 0.342 2.095 -0.082 0.132 0.069 0.411
H -3.369 1.194 1.306 0.153 0.090 -0.993 -0.133
H -4.808 1.346 4.825 -1.130 0.000 -0.540 0.517
H -3.270 1.468 6.811 -0.225 -0.131 -1.111 0.351
H 1.407 1.959 7.269 -0.094 0.109 -0.418 0.420
Br -2.376 -4.486 -0.503 -0.279 0.862 1.131 -0.069
C -2.703 -3.573 1.235 -0.034 0.049 -0.222 -0.816
Br -1.466 -2.086 1.725 -0.857 -0.998 -0.048 0.176
H -2.525 -4.352 1.979 -0.126 0.394 -0.135 0.562
H -3.729 -3.141 1.283 0.981 -0.470 -0.244 0.348
N -0.825 0.414 -0.868 1.313 -0.450 2.180 1.373
P -1.853 0.527 -2.000 0.809 0.197 -1.802 0.416
C -1.479 -0.540 -3.420 0.332 -0.578 -1.277 0.563
C -0.172 -0.388 -3.941 -0.080 0.026 -0.373 -0.185
C 0.273 -1.081 -5.080 -0.648 0.123 0.723 -0.806
C -0.610 -1.963 -5.676 -0.079 -1.626 -0.849 -0.384
C -1.915 -2.137 -5.200 -0.219 -0.092 0.202 -0.613
C -2.379 -1.409 -4.102 0.897 0.831 0.498 -0.861
C -1.853 2.155 -2.759 -0.139 0.932 -1.500 -0.367
C -1.556 3.232 -1.944 -0.489 1.130 -0.354 -0.118
C -1.658 4.554 -2.424 0.411 0.344 1.457 -0.506
C -1.885 4.792 -3.768 0.025 0.727 0.134 -0.447
C -2.128 3.742 -4.625 -0.031 -1.115 -0.463 -0.651
C -2.152 2.441 -4.127 -0.157 -0.133 0.435 -0.187
C -3.537 0.244 -1.613 -2.200 -0.445 0.367 0.298
C -3.834 -0.974 -0.996 0.081 -0.124 0.830 0.718
C -5.120 -1.272 -0.500 0.546 0.292 -1.234 -0.992
C -6.146 -0.365 -0.771 -0.268 0.072 0.329 -0.678
C -5.888 0.826 -1.477 -0.016 -0.349 0.185 -0.738
C -4.599 1.134 -1.894 0.357 -1.221 0.375 -0.739
H 0.504 0.347 -3.508 -0.117 -0.188 0.238 0.427
H 1.281 -0.967 -5.471 -0.174 0.100 0.187 0.444
H -0.273 -2.659 -6.500 -0.347 1.107 0.861 0.298
H -2.577 -2.886 -5.655 0.342 0.475 0.065 0.365
H -3.415 -1.446 -3.768 0.208 -0.297 -0.073 0.405
H -1.296 3.084 -0.913 0.063 -0.211 0.272 -0.047
H -1.548 5.394 -1.660 0.025 -1.115 -1.355 0.317
H -1.880 5.796 -4.173 -0.047 0.097 0.183 0.396
H -2.301 3.867 -5.710 0.066 0.184 0.799 0.383
H -2.463 1.687 -4.849 0.308 -0.288 0.428 0.365
H -2.993 -1.661 -0.839 -0.483 0.137 -0.003 -0.254
H -5.320 -2.257 -0.071 -0.020 0.420 0.047 0.433
H -7.163 -0.600 -0.411 0.564 0.259 -0.344 0.332
H -6.695 1.514 -1.727 0.095 -0.228 0.145 0.406
H -4.403 1.988 -2.500 0.025 0.701 -0.106 0.501
C 0.323 -4.654 -2.677 -0.289 0.371 0.325 -1.587
C 1.459 -3.990 -1.947 0.345 0.172 1.117 0.952
C 2.780 -4.444 -2.168 -0.626 -0.347 -0.698 -0.847
C 3.860 -3.836 -1.548 -0.216 0.040 -0.013 1.031
C 5.259 -4.318 -1.796 0.344 0.277 0.198 -1.661
C 3.618 -2.818 -0.648 0.404 0.533 0.146 -0.652
C 2.321 -2.504 -0.185 -0.171 -1.901 -1.577 0.197
C 1.214 -3.055 -0.924 1.541 -0.121 -0.549 0.597
N 2.087 -1.870 0.967 -1.541 2.723 1.740 0.257
C 2.866 -2.174 2.201 -0.461 0.650 -0.079 1.307
C 3.954 -1.089 2.398 -0.165 0.802 -2.009 -0.699
C 3.525 -3.557 2.218 0.224 -0.817 0.137 -1.669
C 1.875 -2.119 3.409 0.250 0.126 0.380 -1.321
H 0.667 -4.733 -3.697 -0.360 -0.400 -0.514 0.484
H -0.612 -4.060 -2.639 0.623 -0.179 -0.143 -0.076
H 0.097 -5.643 -2.246 0.165 0.190 -0.303 0.296
H 2.973 -5.283 -2.873 -0.289 0.669 0.464 0.201
H 5.231 -5.040 -2.595 0.240 -0.428 -0.211 0.394
H 5.721 -4.759 -0.897 -0.338 -0.049 -0.254 0.301
H 5.946 -3.520 -2.094 -0.212 0.115 -0.053 0.329
H 4.496 -2.269 -0.283 -0.512 -0.272 0.230 0.442
H 0.206 -2.807 -0.623 -0.118 -0.020 0.010 -0.491
H 4.674 -1.118 1.503 -0.840 -0.016 1.441 0.051
H 4.472 -1.197 3.328 0.519 -0.164 0.540 0.580
H 3.501 -0.057 2.389 0.303 -1.013 0.033 -0.264
H 4.348 -3.676 1.484 -0.625 0.082 0.403 0.317
H 2.802 -4.401 2.099 0.365 0.746 -0.206 0.330
H 3.969 -3.712 3.213 -0.056 0.161 -0.203 0.500
H 1.380 -1.124 3.527 0.564 -0.913 -0.244 0.050
H 2.498 -2.278 4.326 -0.707 -0.010 -0.501 0.482
H 1.069 -2.891 3.342 0.791 0.418 -0.006 0.121
```
Forces are in eV/Å.